Record 1
{
  "formula": "C26H78O13",
  "method": "ωB97M-V/def2-TZVPD",
  "symbols": ["C", "C", "O", "H", "H", "H", "H", "H", "H", "C", "C", "O", "H", "H", "H", "H", "H", "H", "C", "C", "O", "H", "H", "H", "H", "H", "H", "C", "C", "O", "H", "H", "H", "H", "H", "H", "C", "C", "O", "H", "H", "H", "H", "H", "H", "C", "C", "O", "H", "H", "H", "H", "H", "H", "C", "C", "O", "H", "H", "H", "H", "H", "H", "C", "C", "O", "H", "H", "H", "H", "H", "H", "C", "C", "O", "H", "H", "H", "H", "H", "H", "C", "C", "O", "H", "H", "H", "H", "H", "H", "C", "C", "O", "H", "H", "H", "H", "H", "H", "C", "C", "O", "H", "H", "H", "H", "H", "H", "C", "C", "O", "H", "H", "H", "H", "H", "H"],
  "positions_angstrom": [[-1.1329, 2.6666, -1.3541], [-0.9079, 2.9906, -2.7951], [-0.0489, 4.1669, -2.8912], [-1.9510, 1.9579, -1.2254], [-1.2670, 3.5491, -0.7286], [-0.3225, 2.0226, -1.0125], [-1.8001, 3.2513, -3.3643], [-0.4694, 2.2648, -3.4800], [0.3684, 4.1883, -3.7555], [1.0592, 1.1370, -3.7333], [1.8705, 2.3914, -3.4456], [2.1575, 2.9969, -4.6467], [1.6936, 0.3613, -4.1622], [0.2969, 1.4062, -4.4644], [0.6488, 0.8379, -2.7689], [2.8404, 2.1939, -2.9892], [1.3531, 3.0250, -2.7252], [1.3688, 3.4680, -4.9252], [-1.1758, -2.2238, 3.5250], [-2.0055, -2.6911, 2.3777], [-1.6870, -1.9601, 1.2453], [-0.8255, -1.2216, 3.2782], [-0.2502, -2.7773, 3.6830], [-1.7233, -2.2191, 4.4675], [-3.0551, -2.3980, 2.4017], [-1.9319, -3.7737, 2.2750], [-1.9947, -1.0630, 1.3940], [2.1296, -1.1664, -2.5251], [3.3609, -0.6416, -3.1326], [3.6189, 0.5170, -2.3073], [1.2891, -0.4742, -2.4744], [2.2666, -1.5840, -1.5276], [1.6764, -2.0506, -2.9735], [3.2905, -0.4714, -4.2069], [4.2432, -1.2619, -2.9747], [4.4021, 0.9500, -2.6547], [1.7566, -4.3290, 1.9472], [1.0439, -3.3265, 1.0246], [1.0068, -3.9030, -0.2737], [2.7261, -4.7180, 1.6359], [1.2748, -5.3062, 1.9804], [1.7620, -3.8848, 2.9426], [1.5627, -2.3679, 1.0369], [0.0598, -3.0083, 1.3685], [0.1154, -3.7254, -0.5826], [-0.8573, 0.3900, 3.1229], [-2.3901, 0.6234, 3.2990], [-2.5966, 0.8500, 4.6618], [-0.7699, 0.0972, 2.0766], [-0.3284, -0.3042, 3.7759], [-0.4325, 1.3886, 3.2253], [-2.7884, -0.3649, 3.0695], [-2.9013, 1.3511, 2.6688], [-2.3610, 1.7413, 4.9297], [-1.0117, 2.3401, 1.0548], [-2.3823, 2.9530, 1.0562], [-3.2248, 1.8331, 1.2435], [-0.8643, 1.6373, 1.8747], [-0.2217, 3.0854, 1.1480], [-0.9090, 1.7111, 0.1706], [-2.6358, 3.5553, 0.1838], [-2.4419, 3.5936, 1.9361], [-4.1004, 2.2198, 1.1706], [-1.2880, -2.6909, -0.2672], [-0.9673, -3.1139, -1.6539], [-0.1930, -4.2716, -1.4942], [-0.3396, -2.5813, 0.2587], [-1.9144, -3.3455, 0.3389], [-1.7596, -1.7135, -0.1650], [-0.3875, -2.3469, -2.1674], [-1.8835, -3.2988, -2.2147], [0.0995, -4.5886, -2.3518], [-0.3697, -0.2371, -2.7000], [-1.7615, -0.7567, -2.9970], [-2.3028, 0.1741, -3.8909], [0.2387, -0.0096, -3.5753], [0.1380, -0.8185, -1.9305], [-0.5667, 0.6095, -2.0422], [-2.5045, -0.8463, -2.2045], [-1.7600, -1.6958, -3.5503], [-1.9210, 0.0569, -4.7638], [4.7859, 0.9186, -0.2263], [3.3108, 0.9925, 0.1072], [2.5729, 1.4822, -0.9717], [4.9468, 0.0411, -0.8526], [5.4889, 0.9855, 0.6041], [5.0951, 1.7087, -0.9106], [3.2300, 1.8018, 0.8328], [3.0034, 0.1024, 0.6561], [2.6773, 0.9228, -1.7449], [-4.5208, -0.5058, 2.2952], [-3.6915, -0.6259, 0.9536], [-2.4263, -0.1062, 1.0201], [-5.5299, -0.9123, 2.2274], [-4.5457, 0.4667, 2.7869], [-4.1444, -1.2749, 2.9697], [-4.3620, -0.2131, 0.1999], [-3.6445, -1.6737, 0.6569], [-2.4804, 0.8495, 1.0930], [1.6209, 1.6310, 2.4799], [2.9354, 2.1767, 3.1023], [3.2058, 1.2549, 4.1539], [1.7005, 0.6400, 2.0331], [1.2746, 2.2867, 1.6810], [0.8100, 1.6153, 3.2080], [2.8855, 3.2258, 3.3938], [3.8304, 2.2058, 2.4809], [4.1201, 1.4764, 4.3449], [0.8337, 0.4335, -0.2579], [-0.3585, -0.5009, 0.1218], [-0.0492, -1.0024, 1.4166], [1.0192, 1.2321, 0.4604], [0.8197, 0.7530, -1.2999], [1.7228, -0.1618, -0.0501], [-0.2921, -1.4191, -0.4619], [-1.3324, -0.0146, 0.1774], [-0.5457, -1.8148, 1.5394]],
  "e_lumo_ev": -0.032
}

=====

Record 2
{
  "formula": "C26H78O13S13",
  "method": "ωB97M-V/def2-TZVPD",
  "symbols": ["C", "S", "O", "C", "H", "H", "H", "H", "H", "H", "C", "S", "O", "C", "H", "H", "H", "H", "H", "H", "C", "S", "O", "C", "H", "H", "H", "H", "H", "H", "C", "S", "O", "C", "H", "H", "H", "H", "H", "H", "C", "S", "O", "C", "H", "H", "H", "H", "H", "H", "C", "S", "O", "C", "H", "H", "H", "H", "H", "H", "C", "S", "O", "C", "H", "H", "H", "H", "H", "H", "C", "S", "O", "C", "H", "H", "H", "H", "H", "H", "C", "S", "O", "C", "H", "H", "H", "H", "H", "H", "C", "S", "O", "C", "H", "H", "H", "H", "H", "H", "C", "S", "O", "C", "H", "H", "H", "H", "H", "H", "C", "S", "O", "C", "H", "H", "H", "H", "H", "H", "C", "S", "O", "C", "H", "H", "H", "H", "H", "H"],
  "positions_angstrom": [[9.4014, 4.0782, 10.5803], [8.6086, 4.2518, 8.9595], [7.1453, 4.0471, 9.3417], [9.0227, 5.9747, 8.6267], [10.3172, 4.6702, 10.7513], [9.7231, 3.0646, 10.7805], [8.7047, 4.2652, 11.4349], [8.8159, 6.5298, 9.5524], [8.5476, 6.3017, 7.6522], [10.0745, 6.0011, 8.3967], [7.9548, 0.5916, 8.1847], [6.2824, 0.0009, 8.2734], [6.2093, -0.7561, 9.5807], [5.4356, 1.5698, 8.4828], [8.6716, -0.2237, 8.4196], [8.0133, 1.4547, 8.9171], [8.2037, 0.9863, 7.1747], [5.8672, 2.1443, 9.3094], [4.4142, 1.3845, 8.8172], [5.3100, 2.1036, 7.5323], [9.5379, -1.6442, 5.6460], [9.6807, 0.0952, 5.1165], [11.1499, 0.3196, 5.4621], [9.7692, 0.0247, 3.3507], [9.5016, -1.6763, 6.7032], [10.3140, -2.2624, 5.2735], [8.6221, -1.8781, 5.1284], [8.8881, -0.4727, 2.9915], [10.5709, -0.5215, 2.8708], [9.7367, 1.1566, 3.2061], [4.9796, 1.7263, 3.4622], [5.1220, 0.3884, 4.4802], [6.3724, 0.4685, 5.2247], [3.8705, 0.8580, 5.6165], [4.5796, 2.6925, 3.9000], [4.2367, 1.4873, 2.6790], [5.9305, 1.8641, 3.0500], [3.8954, 1.8780, 5.9119], [3.9309, 0.2659, 6.5568], [2.8534, 0.8417, 5.2680], [0.6626, -2.3135, 8.8181], [2.4387, -2.2183, 9.0717], [2.8933, -1.9309, 7.6734], [2.6641, -0.8624, 10.1918], [0.4038, -1.9074, 7.7957], [0.0738, -1.6419, 9.5388], [0.2648, -3.2868, 8.9661], [2.3471, 0.0973, 9.8835], [3.7189, -0.7983, 10.3440], [2.2845, -1.0996, 11.2079], [5.0291, -5.4392, 13.3325], [6.5048, -4.6664, 12.6215], [6.9576, -5.7597, 11.6382], [5.5796, -3.5197, 11.6495], [4.6043, -4.7794, 14.0132], [5.2789, -6.3981, 13.8483], [4.3369, -5.6870, 12.6602], [6.4352, -2.9455, 11.1939], [4.9244, -2.8068, 12.1456], [5.0399, -4.0986, 10.9195], [12.1358, -4.4682, 9.0140], [13.2088, -3.1620, 8.6439], [14.1358, -3.6970, 7.5263], [12.1689, -1.9693, 7.7776], [11.3024, -4.2024, 9.6537], [12.8700, -5.0178, 9.5661], [11.7072, -5.0882, 8.2262], [11.2965, -1.6566, 8.2786], [11.8177, -2.3223, 6.7582], [12.7336, -1.0821, 7.5520], [6.8161, 3.7411, 5.9374], [8.3437, 4.0317, 5.0757], [9.3874, 2.9983, 5.6181], [7.9651, 3.3194, 3.5104], [7.0187, 2.7656, 6.3712], [5.9721, 3.7226, 5.2623], [6.6832, 4.6371, 6.5841], [8.7015, 3.5120, 2.6657], [6.9819, 3.6854, 3.2839], [7.8525, 2.2107, 3.7409], [9.2948, -1.9537, 10.5131], [9.3095, -2.3189, 12.2771], [7.9540, -2.0851, 12.9593], [9.5975, -4.0713, 12.1534], [8.9661, -0.9067, 10.3790], [8.5108, -2.6411, 10.2367], [10.0970, -2.2917, 10.0185], [10.5972, -4.2617, 11.8646], [9.0262, -4.6039, 11.4146], [9.5067, -4.4022, 13.1122], [-1.1041, 2.4381, 8.1402], [-0.5055, 0.7671, 8.1085], [-1.2143, 0.2409, 6.8728], [1.0627, 1.1136, 7.2917], [-0.4101, 2.8703, 8.9151], [-2.0962, 2.5685, 8.3956], [-0.8568, 3.0488, 7.2250], [1.9774, 1.4410, 7.9255], [1.0763, 1.8202, 6.3414], [1.4398, 0.1854, 6.9408], [7.1784, 1.2791, 11.7237], [5.9421, 0.2669, 12.4928], [6.0041, 0.3582, 13.9816], [4.5537, 1.2211, 11.9947], [7.3241, 2.2259, 12.2065], [7.1307, 1.2836, 10.6917], [8.1832, 0.8752, 11.9505], [3.6959, 0.8353, 12.5063], [4.4282, 1.3760, 10.8997], [4.7815, 2.2066, 12.2983], [3.9279, 4.9294, 7.6692], [2.7998, 5.1285, 8.9730], [1.8628, 3.9195, 8.9629], [3.9885, 4.7477, 10.2206], [3.8412, 4.1869, 6.9323], [4.9762, 4.9669, 7.9297], [3.7897, 5.9708, 7.1265], [4.2000, 3.6962, 10.1059], [3.6336, 4.9153, 11.1913], [4.8080, 5.4042, 10.2237], [11.3962, 1.4402, 8.7250], [11.5156, 2.6181, 7.3596], [11.6194, 3.9121, 8.1153], [13.1814, 2.2958, 6.7680], [10.7158, 1.5832, 9.5752], [12.4526, 1.4080, 9.0792], [11.2136, 0.4790, 8.2294], [13.2924, 1.2371, 6.7316], [13.8700, 2.7044, 7.4967], [13.4478, 2.6464, 5.8194]],
  "e_lumo_ev": -0.257
}

=====

Record 3
{
  "formula": "C26H78O26",
  "method": "ωB97M-V/def2-TZVPD",
  "symbols": ["C", "C", "O", "O", "H", "H", "H", "H", "H", "H", "C", "C", "O", "O", "H", "H", "H", "H", "H", "H", "C", "C", "O", "O", "H", "H", "H", "H", "H", "H", "C", "C", "O", "O", "H", "H", "H", "H", "H", "H", "C", "C", "O", "O", "H", "H", "H", "H", "H", "H", "C", "C", "O", "O", "H", "H", "H", "H", "H", "H", "C", "C", "O", "O", "H", "H", "H", "H", "H", "H", "C", "C", "O", "O", "H", "H", "H", "H", "H", "H", "C", "C", "O", "O", "H", "H", "H", "H", "H", "H", "C", "C", "O", "O", "H", "H", "H", "H", "H", "H", "C", "C", "O", "O", "H", "H", "H", "H", "H", "H", "C", "C", "O", "O", "H", "H", "H", "H", "H", "H", "C", "C", "O", "O", "H", "H", "H", "H", "H", "H"],
  "positions_angstrom": [[-6.7236, 1.9417, 0.8226], [-5.1736, 1.9647, 0.8013], [-4.6257, 2.1766, -0.4882], [-7.1939, 1.1173, -0.2532], [-7.1411, 2.9446, 0.7323], [-6.9924, 1.5462, 1.8020], [-4.6547, 1.1049, 1.2250], [-4.9089, 2.8300, 1.4091], [-5.4113, 1.9285, -0.9810], [-8.0919, 1.3507, -0.4994], [5.1023, 0.1204, -4.8192], [5.0030, -0.9922, -3.7289], [5.7554, -0.6919, -2.6267], [5.6083, 1.4313, -4.4353], [4.0999, 0.3244, -5.1955], [5.6180, -0.3140, -5.6755], [5.3859, -1.9375, -4.1136], [3.9498, -1.2239, -3.5703], [5.7044, 0.2663, -2.6000], [6.5246, 1.4669, -4.7195], [1.3633, -5.9744, 5.5757], [0.7243, -4.5846, 5.6100], [1.6629, -3.5582, 5.9815], [2.4753, -6.0485, 4.6764], [0.6668, -6.8105, 5.5143], [1.7854, -6.1286, 6.5688], [-0.0369, -4.5667, 6.3900], [0.0710, -4.3856, 4.7604], [1.1869, -2.9161, 6.5131], [2.9468, -5.2302, 4.8489], [-2.7014, -0.4861, 5.3930], [-2.2177, -0.6804, 6.9155], [-0.8062, -0.3418, 7.2132], [-2.9558, 0.8854, 5.1055], [-3.6376, -1.0337, 5.2844], [-1.9944, -0.9683, 4.7179], [-2.3347, -1.7208, 7.2189], [-2.9043, -0.1737, 7.5937], [-0.7898, 0.6128, 7.3133], [-2.1186, 1.2994, 4.8835], [0.6206, 5.1894, 2.5582], [-0.7214, 4.3670, 2.4312], [-0.5518, 3.0017, 2.6655], [1.3067, 4.8450, 3.8010], [0.3813, 6.2527, 2.5751], [1.1425, 5.1102, 1.6045], [-1.2910, 4.5252, 1.5154], [-1.3532, 4.7004, 3.2545], [-0.4003, 2.5032, 1.8592], [1.1022, 3.9105, 3.8813], [-0.6849, -1.7541, 0.5909], [-0.5704, -0.9241, -0.7496], [-0.7192, 0.5061, -0.5362], [-1.9238, -2.5077, 0.6948], [-0.4971, -1.1450, 1.4750], [0.1048, -2.5027, 0.6544], [-1.3635, -1.1476, -1.4630], [0.4427, -0.9741, -1.1487], [-1.6631, 0.6751, -0.5830], [-2.1773, -2.9292, -0.1296], [-5.1150, 1.0348, -6.0652], [-3.9925, 0.2146, -5.4055], [-2.6798, 0.6059, -5.8778], [-4.9149, 2.4153, -5.6976], [-6.1131, 0.7446, -5.7370], [-5.3221, 0.9281, -7.1300], [-4.0744, -0.8226, -5.7306], [-3.9145, 0.1621, -4.3196], [-2.4985, 1.4365, -5.4319], [-5.7411, 2.8349, -5.9486], [1.0665, -2.3386, -7.0668], [1.9331, -3.6142, -7.4179], [1.4804, -4.8354, -6.8792], [1.1384, -1.9652, -5.7080], [0.0397, -2.5301, -7.3787], [1.4979, -1.4611, -7.5485], [2.9653, -3.4375, -7.1156], [1.8195, -3.6977, -8.4988], [1.4303, -4.6595, -5.9368], [0.2928, -1.5498, -5.5233], [-0.4015, 6.0773, -3.9628], [-1.0849, 4.6916, -4.2039], [-0.1504, 3.7201, -4.4882], [0.3667, 6.0558, -2.7492], [-1.1545, 6.8612, -3.8821], [0.2318, 6.4293, -4.7771], [-1.6454, 4.7901, -5.1335], [-1.7135, 4.3649, -3.3755], [0.5337, 3.6963, -3.8150], [1.1001, 5.4517, -2.8863], [3.9968, 2.8094, -0.3208], [2.9520, 2.7318, -1.4161], [3.2433, 3.6162, -2.4796], [5.2513, 2.6192, -0.8848], [3.7982, 2.1211, 0.5007], [4.0576, 3.8051, 0.1185], [1.9603, 3.0581, -1.1029], [2.7768, 1.7290, -1.8057], [4.1527, 3.3689, -2.6625], [5.9026, 2.4198, -0.2084], [4.0039, -2.2277, 2.1387], [5.3925, -2.1552, 2.8590], [5.6983, -3.1095, 3.8477], [3.1013, -1.5715, 2.9489], [3.7498, -3.2811, 2.0203], [3.9829, -1.7681, 1.1506], [5.4495, -1.1514, 3.2802], [6.2120, -2.2356, 2.1449], [6.1763, -2.6408, 4.5358], [3.1327, -2.0941, 3.7535], [3.4303, 2.4853, 7.3984], [3.4393, 1.3738, 6.3156], [2.2976, 1.5088, 5.4859], [3.7887, 3.7670, 6.8154], [4.1498, 2.3408, 8.2043], [2.4554, 2.5576, 7.8804], [3.3279, 0.4189, 6.8292], [4.4100, 1.4501, 5.8258], [2.3701, 0.8709, 4.7721], [3.0317, 3.9801, 6.2647], [-6.2262, -5.8937, -2.3668], [-4.7180, -5.7919, -2.2751], [-4.4036, -4.4050, -1.9929], [-6.6115, -5.1571, -3.4761], [-6.7903, -5.4399, -1.5519], [-6.5973, -6.9005, -2.5581], [-4.2548, -6.0822, -3.2181], [-4.4395, -6.4955, -1.4905], [-5.1192, -3.9429, -2.4357], [-7.3151, -4.5378, -3.2689]],
  "e_lumo_ev": 0.045
}

=====

In the order shown, the computed ΔE to the lowest compared entry with this formula, charge and spin values come out to 1129.2 147.2 129.8 kcal per mole.
In the order shown, the computed molar mass values come out to 598.90 1015.77 806.88 g/mol.
In the order shown, the computed maximum force values come out to 0.32308 0.09691 0.04995 Eh/bohr.